Computed, not measured: a structure of composition C20H39As3F5MnNO2STe, with the ωB97M-V functional and the def2-TZVPD basis.

Values from the calculation:
Spin multiplicity: 6
Energy relative to the best compared isomer or geometry (same formula, charge and spin), kJ/mol: 134.41
HOMO (alpha / beta), eV: -8.500 / -8.499
M, g/mol: 859.90
⟨S²⟩: 8.82
Orbital gap (alpha / beta), eV: 6.852 / 5.270
Energy, Ha: -10014.51204

```
73
Properties=species:S:1:pos:R:3:forces:R:3
Mn -0.7964 -0.4264 -0.1340 -0.0255 0.7100 1.0055
C 2.0956 -2.2100 2.1172 -0.1173 0.0366 -0.1130
C 1.0094 -1.1993 2.3833 0.1389 -0.0379 -0.0795
C -0.0836 -1.5311 3.1664 -0.0573 -0.0431 0.0182
C -1.0865 -0.6065 3.4444 0.0107 0.0222 0.1156
C -2.2823 -1.0051 4.2624 0.0470 -0.0114 0.0090
C -0.9601 0.6860 2.9507 -0.0911 0.0244 0.0060
C 0.1062 1.0552 2.1410 0.1980 -0.0295 0.0354
C 0.2333 2.4603 1.6150 -0.0055 -0.0388 0.0871
C 1.0844 0.0931 1.8464 -0.1515 -0.0071 0.1431
H 2.3222 -2.7820 3.0163 0.0053 -0.0036 -0.0043
H 3.0126 -1.7250 1.7791 0.0012 -0.0137 0.0268
H 1.7801 -2.9163 1.3437 0.0249 0.0075 0.0288
H -0.1698 -2.5386 3.5613 0.0072 0.0193 -0.0241
H -2.0138 -1.0990 5.3179 0.0064 0.0021 -0.0219
H -2.6640 -1.9706 3.9280 -0.0177 0.0335 -0.0093
H -3.0827 -0.2743 4.1688 0.0068 -0.0201 -0.0223
H -1.7316 1.4142 3.1732 -0.0201 -0.0431 -0.0834
H 1.0231 2.9982 2.1448 -0.0049 0.0001 -0.0055
H -0.7025 3.0020 1.7404 0.0132 0.0024 -0.0062
H 0.4740 2.4655 0.5510 -0.0076 0.0100 -0.0337
H 1.9769 0.3910 1.3061 -0.0145 -0.0066 -0.0549
C 2.4931 -1.3850 -1.6428 -0.1597 -0.1242 0.2498
As 1.2384 0.1134 -1.5905 0.6804 0.0191 -0.8523
C 2.6461 1.4181 -1.2693 -0.1583 0.2432 0.3086
C 0.9694 0.1126 -3.5410 -0.2420 -0.0185 0.0327
C 0.5225 1.3202 -4.3727 0.0485 0.1927 0.0162
C 1.4453 2.5229 -4.1140 -0.0002 -0.1276 -0.1307
C -0.9262 1.7334 -4.0855 0.0849 -0.0786 -0.0554
As -1.1476 2.5246 -2.3005 -0.0929 -0.0711 0.0455
C -1.0634 4.4219 -2.7634 0.0580 0.1705 0.0748
C -3.0915 2.4231 -2.2250 -0.1338 -0.0978 -0.0135
C 0.6931 0.9539 -5.8631 -0.1185 0.0249 0.1363
As -0.1073 -0.6145 -6.7778 0.1101 -0.0369 -0.2254
C 1.1118 -2.0295 -6.1627 -0.0687 -0.0795 0.1156
C -1.6767 -1.1551 -5.7435 -0.0505 -0.0496 0.0364
H 3.3706 -1.0900 -2.2142 0.0390 0.0615 -0.0034
H 2.0113 -2.2430 -2.1037 0.0427 -0.0010 -0.0676
H 2.7802 -1.6646 -0.6298 0.0238 0.0162 -0.0162
H 3.2553 1.4270 -2.1694 0.0380 0.0581 -0.0223
H 3.2424 1.0483 -0.4371 0.0219 0.0292 0.0139
H 2.2839 2.4168 -1.0415 -0.0320 -0.0048 -0.0347
H 0.2685 -0.7146 -3.6676 0.0076 -0.0104 -0.1174
H 1.9365 -0.2192 -3.9239 0.0762 -0.0506 0.0732
H 1.4031 2.8402 -3.0728 0.0268 0.0626 0.0003
H 1.1408 3.3673 -4.7360 0.0196 -0.0114 -0.0052
H 2.4836 2.2809 -4.3578 -0.0220 0.0102 0.0157
H -1.5865 0.8685 -4.1349 -0.0107 0.0080 0.0609
H -1.2610 2.4537 -4.8375 0.0092 0.0104 -0.0003
H -1.6186 4.6300 -3.6783 0.0065 -0.0110 -0.0091
H -0.0334 4.7564 -2.8746 -0.0080 0.0075 -0.0384
H -1.5127 4.9806 -1.9414 -0.0091 0.0236 -0.0267
H -3.5347 2.9557 -3.0669 0.0292 0.0341 -0.0169
H -3.4442 2.8572 -1.2913 0.0143 -0.0076 0.0155
H -3.4016 1.3796 -2.2685 0.0592 0.0232 0.0283
H 1.7628 0.8461 -6.0749 -0.0111 -0.0260 -0.0541
H 0.3558 1.8062 -6.4578 0.0110 0.0524 0.0292
H 2.1472 -1.7065 -6.2740 -0.0104 0.0222 -0.0180
H 0.9598 -2.9027 -6.7960 0.0088 -0.0022 -0.0026
H 0.9262 -2.3210 -5.1284 0.0262 0.0093 -0.0178
H -2.4743 -0.4208 -5.8434 0.0055 0.0116 -0.0075
H -1.4845 -1.3534 -4.6923 -0.0093 0.0426 0.0247
H -2.0186 -2.0860 -6.1983 -0.0135 0.0131 -0.0072
O -1.1299 -3.1555 -2.9351 -0.1810 0.0071 -0.0859
S -1.4095 -2.5867 -1.6423 1.0994 -0.2759 -1.3488
N -0.1240 -2.0016 -0.9521 -0.2194 -0.9371 0.1879
F -1.9931 -0.7232 -2.1611 0.3800 -0.5212 0.5841
Te -3.6605 -0.8715 0.0240 -1.7797 -0.6958 0.5745
F -3.9806 0.0473 1.6799 0.1653 0.4855 0.3241
F -3.8673 -2.4394 -1.2357 0.0998 0.2950 -0.1362
F -4.7410 -2.0798 0.9535 -0.3018 -0.2531 0.2096
F -1.9807 0.9759 0.2093 0.4868 -0.0770 -0.3794
O -2.0577 -1.6166 0.6730 0.0072 1.0223 -0.4820
```
Forces are in eV/Å.

Computed, not measured: a structure of composition C20H39AsF6N5OS2SbSi2Ti, with the ωB97M-V functional and the def2-TZVPD basis.

Values from the calculation:
Spin multiplicity: 2
Energy relative to the best compared isomer or geometry (same formula, charge and spin), kJ/mol: 260.61
Charge: +1
HOMO (alpha / beta), eV: -10.243 / -10.276
M, g/mol: 844.41
⟨S²⟩: 0.76
Orbital gap (alpha / beta), eV: 6.639 / 6.651
Energy, Ha: -6434.56523

```
78
Properties=species:S:1:pos:R:3:forces:R:3
Ti 0.4801 -0.1231 -0.3889 0.6819 0.3467 -0.5797
C -1.0876 1.1801 -4.3420 0.0177 0.0674 -0.0481
C -0.9916 0.5110 -3.0002 0.0960 -0.0609 0.0359
N -1.9770 -0.3223 -2.7844 -0.0569 0.2157 0.3126
N -2.0378 -1.0384 -1.6193 0.0443 -0.4929 -0.2688
C -1.6684 -0.8381 -0.3504 -1.1155 0.7194 0.2868
S -1.5830 -2.1128 0.7156 0.3336 -0.0039 -0.0510
N 0.0603 0.7380 -2.1844 -0.2199 0.0541 0.1390
N 1.0487 1.6551 -2.6635 0.1622 -0.0553 0.2756
H -1.9929 0.8395 -4.8328 -0.0018 -0.0112 -0.0004
H -0.2317 0.9155 -4.9673 -0.0270 -0.0284 -0.0032
H -1.1291 2.2684 -4.2536 -0.0047 -0.0017 0.0299
H -2.4067 -1.9709 -1.7825 0.0825 -0.0177 -0.1209
H 0.8188 1.9635 -3.5989 0.0045 0.0217 -0.0103
H 1.9193 1.1383 -2.7382 0.0003 -0.0581 -0.1431
C 2.5827 4.9420 -1.3609 0.0488 0.0210 0.0085
C 2.6639 3.6391 -0.5794 0.1128 0.0692 0.0416
S 1.0284 3.0565 -0.1425 -0.2363 -0.7416 -0.0115
O 1.3139 1.5786 0.2933 0.0214 0.2266 -0.2985
C 0.7327 3.8632 1.4371 0.1363 0.1097 0.1461
C -0.1419 5.0978 1.2757 -0.0230 0.0598 -0.0012
H 3.5804 5.2203 -1.6973 -0.0075 -0.0003 -0.0050
H 2.2031 5.7636 -0.7535 -0.0056 -0.0179 0.0028
H 1.9450 4.8317 -2.2374 0.0004 -0.0036 -0.0044
H 3.2534 3.7245 0.3333 0.0024 -0.0232 0.0029
H 3.0681 2.8223 -1.1758 -0.0314 0.0499 -0.0526
H 1.6882 4.0832 1.9145 -0.0065 -0.0203 0.0020
H 0.2383 3.0932 2.0281 -0.0743 -0.0087 -0.0070
H 0.3550 5.8894 0.7155 0.0150 -0.0258 0.0045
H -0.3875 5.4961 2.2596 0.0014 0.0052 -0.0041
H -1.0740 4.8580 0.7625 0.0015 -0.0279 0.0082
C -0.0329 0.7089 3.4011 0.1058 -0.0664 0.0278
Si -1.7935 0.8661 2.7826 0.0749 -0.0278 -0.2985
C -2.4312 2.5444 3.3187 -0.0604 0.1848 0.0764
C -2.8476 -0.4477 3.5444 -0.1376 0.0130 0.1721
As -1.8190 1.0995 0.3785 -0.3039 -0.3548 0.0019
Si -4.1728 1.2233 -0.1504 0.2180 0.0665 -0.0727
C -4.7990 2.7460 0.7123 -0.0444 0.1812 0.0086
C -5.0146 -0.3286 0.4167 -0.1273 -0.1298 0.0169
C -4.3691 1.4971 -1.9693 -0.0645 0.0338 -0.2218
H 0.1172 -0.2849 3.8273 0.0288 0.0039 -0.0208
H 0.1066 1.4408 4.2011 0.0250 -0.0444 0.0357
H 0.7474 0.8686 2.6588 -0.0546 0.0453 0.0069
H -1.9588 2.7836 4.2758 -0.0445 0.0113 0.0100
H -3.5068 2.5227 3.4874 -0.0608 -0.0031 -0.0123
H -2.2283 3.3787 2.6451 0.0580 -0.0354 -0.0770
H -2.7818 -0.2803 4.6260 -0.0637 -0.0844 -0.0103
H -2.4952 -1.4497 3.3207 0.0353 -0.0241 0.0200
H -3.8962 -0.3756 3.2593 -0.0339 0.0199 -0.0174
H -5.0430 2.5997 1.7599 0.0038 -0.0545 0.1215
H -5.7200 3.0303 0.1937 -0.0148 0.0107 0.0637
H -4.1176 3.5947 0.6335 0.0221 -0.0166 -0.0252
H -5.4364 -0.2157 1.4159 0.0153 -0.0077 0.0129
H -4.3527 -1.1959 0.4260 -0.0012 -0.0030 -0.0126
H -5.8374 -0.5421 -0.2713 -0.0107 -0.0191 0.0409
H -3.7064 2.2769 -2.3478 -0.0055 0.0317 0.0319
H -5.4004 1.8358 -2.1152 0.0108 -0.0117 -0.0456
H -4.2085 0.6060 -2.5727 0.0047 -0.0097 0.0390
F 0.7250 -1.9719 -1.5007 -0.4699 -0.1873 0.0423
Sb 2.4906 -2.0415 -2.3318 0.3296 -0.2600 0.0436
F 1.8466 -0.9448 -3.7015 -0.1469 0.1640 -0.1010
F 2.5112 -0.4630 -1.1552 0.1496 0.4657 0.0136
F 4.2322 -1.6999 -2.8745 0.1429 -0.0074 0.0436
F 3.0529 -3.0207 -0.8388 0.0028 -0.0326 0.0209
F 2.1382 -3.5632 -3.3280 -0.0743 -0.0788 0.0639
N 1.3039 -1.1970 1.2652 0.6612 -0.0585 0.0929
C 2.1684 -1.8290 1.6821 0.1407 -0.1188 0.3848
C 3.2165 -2.6109 2.2727 -0.4667 0.1082 -0.2844
C 4.5073 -2.0955 2.3360 0.1377 -0.0386 0.0866
C 5.5027 -2.8735 2.9020 -0.0838 0.0376 -0.0407
C 5.1990 -4.1409 3.3826 0.0605 -0.0647 0.0410
C 3.9085 -4.6489 3.3060 -0.0676 0.0707 -0.0532
C 2.9015 -3.8846 2.7418 0.1549 -0.0916 0.1299
H 4.7218 -1.1094 1.9481 -0.0129 0.0005 -0.0122
H 6.5131 -2.4950 2.9656 0.0038 -0.0038 -0.0068
H 5.9819 -4.7456 3.8213 0.0007 0.0094 -0.0009
H 3.6873 -5.6381 3.6813 0.0149 -0.0072 -0.0036
H 1.8911 -4.2622 2.6656 -0.0048 0.0163 -0.0192
```
Forces are in eV/Å.

Computed, not measured: a cluster of 5 separate species, C20H39BCl2FNO11S5 in total, with the ωB97M-V functional and the def2-TZVPD basis.

Values from the calculation:
HOMO, eV: -9.566
M, g/mol: 730.58
SMILES: CB(O)N(/C(Cl)=C(/C)Cl)S(=O)(=O)F.O=S1(=O)CCCC1.O=S1(=O)CCCC1.O=S1(=O)CCCC1.O=S1(=O)CCCC1
Orbital gap, eV: 9.549
Energy, Ha: -4703.89143

```
80
Properties=species:S:1:pos:R:3:forces:R:3
C 2.7944 -1.3883 1.8461 -0.5432 0.4769 0.2178
B 1.9381 -0.6882 0.7315 1.0159 -0.6675 -0.8150
O 2.2100 -0.9576 -0.6103 -0.9587 0.0307 0.9400
N 0.7876 0.2867 0.9610 0.2196 -0.1108 2.2179
C -0.4551 -0.3522 1.2558 -0.7584 0.2991 -0.5930
Cl -0.4432 -1.9788 1.9364 0.3540 0.4126 -0.1582
C -1.6576 0.1753 0.9935 -0.0847 -0.2385 -0.0597
C -2.9673 -0.5026 1.2985 0.1015 1.0516 -0.0644
Cl -1.7993 1.7194 0.2081 0.1642 -0.4054 0.1398
S 1.2308 1.5396 1.9889 1.6463 3.1718 -1.5220
O 2.6215 1.4637 2.3763 -1.3397 -1.1509 0.2709
O 0.9404 2.7924 1.3388 -0.7774 -1.2861 0.7258
F 0.3117 1.4902 3.2656 0.3497 -0.6904 -0.5890
H 3.6765 -0.7744 2.0433 0.1021 -0.1374 -0.1017
H 2.2501 -1.4544 2.7890 0.1092 0.0120 0.0489
H 3.1016 -2.3886 1.5499 0.0808 0.0051 -0.1365
H 1.7344 -1.7677 -0.8361 0.3187 -0.1042 -0.4470
H -2.9460 -1.0321 2.2444 0.0871 -0.2689 -0.0874
H -3.7140 0.2881 1.3713 -0.0992 -0.1064 0.0194
H -3.2557 -1.1406 0.4682 0.0997 -0.1564 0.1403
C -6.2508 -5.1536 -1.3418 -0.0393 0.0051 0.1170
C -7.3315 -4.1561 -0.9050 0.0123 -0.0181 -0.0457
C -6.6428 -3.0710 -0.0664 -0.3501 -0.0796 0.0080
S -4.9518 -2.9857 -0.6641 -0.2716 -0.3009 -0.2992
O -4.0650 -3.4066 0.3968 0.0710 0.1654 -0.0161
O -4.7417 -1.7337 -1.3527 0.2419 0.0084 0.2146
C -5.0917 -4.3085 -1.8537 -0.1013 -0.1629 0.0649
H -6.6118 -5.8327 -2.1123 0.0210 0.0204 -0.0267
H -5.9293 -5.7521 -0.4859 0.0127 -0.0071 -0.0182
H -7.7870 -3.7047 -1.7883 0.0292 0.0037 -0.0072
H -8.1251 -4.6414 -0.3386 -0.0011 0.0178 0.0092
H -7.1054 -2.0947 -0.1877 0.1096 0.0549 0.0383
H -6.6043 -3.3353 0.9888 0.1067 0.0077 -0.0050
H -4.1495 -4.8491 -1.9084 0.0668 0.1141 0.0313
H -5.3289 -3.8697 -2.8178 0.0089 0.0581 0.0533
C 3.2806 5.0123 0.6286 0.0228 0.0633 -0.0539
C 3.4383 5.3018 -0.8693 0.0364 -0.0148 0.0334
C 4.5910 6.3034 -1.0253 -0.2883 -0.0800 -0.2292
S 5.6887 6.0188 0.3689 0.0050 -0.1342 -0.0403
O 5.6865 7.1930 1.2064 0.1241 -0.0220 -0.0213
O 6.9250 5.4400 -0.0964 0.0290 0.1542 0.1075
C 4.6904 4.7587 1.1500 -0.2795 -0.1400 0.0589
H 2.6336 4.1593 0.8144 -0.0076 0.0452 -0.0156
H 2.8448 5.8801 1.1297 0.0335 -0.0064 0.0303
H 3.6823 4.3763 -1.3953 0.0061 -0.0031 0.0177
H 2.5184 5.6910 -1.3031 0.0103 0.0040 -0.0120
H 5.1522 6.1546 -1.9443 0.1028 0.0620 0.0529
H 4.2458 7.3337 -0.9652 0.0645 0.0156 0.0875
H 4.7770 4.8460 2.2304 0.1354 0.0797 -0.0176
H 5.0642 3.7892 0.8201 0.0554 0.0193 0.0010
C -2.3753 -4.3679 -6.4903 -0.0715 -0.0508 -0.0319
C -3.2074 -4.3063 -7.7783 0.0256 0.0276 0.0292
C -4.6826 -4.4378 -7.3783 0.1800 -0.0897 -0.3115
S -4.8059 -3.7756 -5.7139 0.1401 0.1840 -0.2787
O -5.1710 -4.8517 -4.8213 -0.1364 0.0459 -0.0576
O -5.5446 -2.5398 -5.7336 -0.1374 -0.1781 0.2039
C -3.0643 -3.4291 -5.5046 0.2941 -0.0903 -0.0400
H -1.3409 -4.0741 -6.6615 0.0007 -0.0002 0.0054
H -2.3749 -5.3867 -6.0966 0.0100 0.0148 0.0230
H -3.0435 -3.3465 -8.2720 -0.0064 0.0060 0.0198
H -2.9227 -5.0879 -8.4808 -0.0115 0.0033 -0.0054
H -5.3427 -3.8691 -8.0280 -0.0933 0.0029 0.0952
H -5.0022 -5.4775 -7.3421 -0.0303 0.0170 0.0981
H -2.7856 -3.5984 -4.4668 -0.1201 0.0383 0.0360
H -2.9058 -2.3845 -5.7700 -0.0581 0.0188 0.0249
C 4.1464 3.5712 4.9370 0.1027 0.0838 -0.0052
C 5.5880 3.1650 4.6062 -0.0361 -0.0053 -0.0364
C 6.2615 2.7529 5.9209 0.1518 0.1245 -0.3159
S 4.9470 2.1408 6.9820 -0.0218 -0.0981 -0.0805
O 4.8217 3.0205 8.1173 0.0189 -0.1167 0.0414
O 5.0895 0.7166 7.1561 -0.0202 0.0924 0.1586
C 3.6056 2.4767 5.8483 -0.1688 0.1247 -0.2666
H 3.5415 3.6739 4.0364 -0.0323 -0.0332 0.0170
H 4.1473 4.5321 5.4570 -0.0518 -0.0201 0.0261
H 5.5782 2.3200 3.9142 -0.0237 -0.0042 0.0125
H 6.1313 3.9775 4.1246 0.0491 -0.0252 0.0180
H 6.9941 1.9621 5.7826 -0.0120 -0.0335 0.1253
H 6.7222 3.5998 6.4256 -0.0642 -0.0144 0.0800
H 2.7217 2.7678 6.4109 0.0558 -0.0609 0.1153
H 3.4121 1.5630 5.2862 0.0135 -0.0301 0.0354
```
Forces are in eV/Å.